{"formula": "C19H24N2OS", "method": "ωB97M-V/def2-TZVPD", "elements": ["C", "S", "C", "C", "C", "C", "C", "N", "C", "C", "C", "C", "O", "N", "C", "C", "C", "C", "C", "C", "C", "C", "C", "H", "H", "H", "H", "H", "H", "H", "H", "H", "H", "H", "H", "H", "H", "H", "H", "H", "H", "H", "H", "H", "H", "H", "H"], "coordinates": [[-4.68548, -3.63685, -0.41995], [-4.83223, -2.32583, 0.82788], [-3.77036, -1.04604, 0.22826], [-2.89787, -1.19466, -0.83875], [-2.10399, -0.12880, -1.23062], [-2.16481, 1.09177, -0.57593], [-1.32251, 2.25887, -1.01001], [-0.67528, 2.91493, 0.11909], [-0.05914, 4.16439, -0.28585], [0.21509, 2.00832, 0.84607], [0.78418, 2.65844, 2.10494], [1.36751, 1.51535, -0.03865], [2.30898, 2.21595, -0.35476], [1.21229, 0.25368, -0.50183], [2.20872, -0.40100, -1.32832], [2.99345, -1.41631, -0.53944], [2.89010, -2.77412, -0.80446], [3.60650, -3.69078, -0.05353], [4.42524, -3.25685, 0.97423], [4.52779, -1.90272, 1.24879], [3.81627, -0.98740, 0.49579], [-3.04185, 1.22879, 0.49737], [-3.83238, 0.17471, 0.89877], [-3.68712, -4.06453, -0.40247], [-4.92903, -3.23935, -1.40078], [-5.41219, -4.39177, -0.13631], [-2.82225, -2.12882, -1.37244], [-1.43230, -0.25468, -2.06884], [-0.59986, 1.93571, -1.77978], [-1.98037, 3.00423, -1.47177], [0.29073, 4.69526, 0.59514], [-0.81555, 4.77728, -0.77557], [0.78417, 4.02784, -0.97389], [-0.40498, 1.15318, 1.14143], [1.59943, 3.32938, 1.84759], [1.17152, 1.88787, 2.76781], [0.00436, 3.21023, 2.62252], [0.45318, -0.31380, -0.15843], [1.71445, -0.87416, -2.18263], [2.87150, 0.39277, -1.68605], [2.25235, -3.11714, -1.60743], [3.52411, -4.74565, -0.27135], [4.98406, -3.97208, 1.55951], [5.16741, -1.56034, 2.04887], [3.89597, 0.07007, 0.70081], [-3.08719, 2.17438, 1.01480], [-4.51264, 0.28025, 1.73016]], "forces_ev_per_angstrom": [[0.118, 0.516, 0.324], [-0.073, -0.164, -0.051], [-0.124, -0.354, -0.024], [-0.095, -0.073, 0.052], [0.024, 0.210, 0.017], [0.025, -0.097, -0.102], [-0.060, 0.177, -0.040], [-0.032, -0.199, -0.055], [0.026, 0.102, -0.063], [0.075, 0.161, 0.325], [-0.048, -0.132, -0.255], [-0.482, -0.266, 0.070], [0.326, 0.313, 0.026], [-0.041, -0.336, -0.127], [0.075, 0.112, -0.025], [-0.028, -0.057, -0.094], [0.003, 0.126, -0.048], [0.045, -0.131, 0.054], [0.017, -0.126, 0.006], [0.023, 0.075, 0.044], [0.011, -0.020, -0.010], [0.029, -0.060, -0.067], [-0.009, -0.090, -0.047], [0.024, -0.093, -0.094], [-0.002, -0.077, -0.111], [-0.030, -0.049, 0.000], [-0.024, -0.097, -0.027], [0.100, 0.027, -0.080], [-0.093, 0.030, 0.014], [0.125, -0.032, -0.043], [0.072, 0.099, -0.014], [-0.024, 0.044, 0.019], [-0.014, 0.044, 0.008], [0.157, 0.073, -0.046], [0.051, 0.060, 0.035], [0.065, -0.031, 0.079], [-0.092, 0.033, 0.069], [-0.034, 0.155, 0.055], [0.101, 0.050, 0.041], [-0.134, -0.148, -0.056], [-0.069, -0.017, -0.085], [-0.006, -0.083, -0.009], [0.041, -0.057, 0.046], [0.055, 0.031, 0.064], [0.016, 0.147, 0.030], [-0.003, 0.123, 0.089], [-0.088, 0.079, 0.107]], "mulliken_charge": [-0.88, -0.06, 0.80, -0.39, -0.90, 0.28, -0.88, -0.04, -1.07, 0.81, -2.04, -0.03, -0.65, 0.08, -1.31, 0.73, -0.50, -0.52, -0.42, -0.58, -0.25, -0.31, -0.88, 0.27, 0.29, 0.37, 0.33, 0.39, 0.34, 0.60, 0.32, 0.38, 0.35, 0.27, 0.37, 0.46, 0.45, 0.30, 0.47, 0.37, 0.32, 0.37, 0.37, 0.39, 0.43, 0.41, 0.38], "smiles": "CSc1ccc(CN(C)[C@H](C)C(=O)NCc2ccccc2)cc1", "spin_multiplicity": 1, "relative_energy_kj_mol": 40.58}